# 1
Computed, not measured: the molecule C4H7NO at a distorted geometry, with the ωB97M-V functional and the def2-TZVPD basis.

Values from the calculation:
HOMO-LUMO gap: 11.21 eV
charge: 0
SMILES string: COCCC#N
relative energy (zero: lowest compared OMol25 entry of this formula, charge and spin): 212.5 kJ/mol

Positions of all 13 atoms, in Å:
C -1.368 1.068 -0.414
O 0.022 1.082 -0.682
C 0.630 -0.221 -0.803
C 1.175 -0.449 0.610
C 0.468 -1.448 1.409
N -0.136 -2.194 2.058
H -1.890 0.926 -1.362
H -1.676 0.289 0.300
H -1.662 2.033 0.012
H -0.095 -0.969 -1.139
H 1.431 -0.130 -1.539
H 0.839 0.599 0.852
H 2.261 -0.586 0.696

***

# 2
Computed, not measured: a 8-piece molecular cluster, H16O8 overall at a distorted geometry, with the ωB97M-V functional and the def2-TZVPD basis.

Values from the calculation:
spin multiplicity: 2
HOMO-LUMO gap (spin up / spin down): 10.41 / 2.71 eV
charge: +1
expectation value of S²: 0.756
relative energy (zero: lowest compared OMol25 entry of this formula, charge and spin): 98.6 kJ/mol

Positions of all 24 atoms, in Å:
O -0.401 0.030 0.796
H 0.165 0.391 0.114
H -0.544 -0.879 0.532
O 0.082 3.489 -0.468
H 0.434 2.722 -0.920
H 0.852 4.020 -0.262
O 0.233 1.032 -2.268
H 0.327 0.082 -2.203
H -0.713 1.179 -2.290
O 2.109 -2.077 1.016
H 1.665 -2.887 1.268
H 2.516 -1.766 1.825
O -1.106 -2.389 -0.395
H -0.424 -2.995 -0.682
H -1.475 -2.040 -1.206
O 2.109 -1.059 -2.004
H 1.926 -1.576 -1.219
H 2.459 -1.691 -2.631
O -2.766 2.120 0.385
H -3.689 2.130 0.640
H -2.498 1.207 0.490
O -0.752 0.412 3.343
H 0.105 0.246 3.736
H -0.612 0.299 2.403

***

# 3
Computed, not measured: C31H32Cl2GeN7O4W as an isolated structure, with the ωB97M-V functional and the def2-TZVPD basis.

Values from the calculation:
HOMO-LUMO gap (spin up / spin down): 5.29 / 5.29 eV
charge: -1
relative energy (zero: lowest compared OMol25 entry of this formula, charge and spin): 127.7 kJ/mol

Positions of all 78 atoms, in Å:
W -0.268 -0.622 0.381
Cl -6.862 1.181 -1.264
C -5.124 1.231 -1.147
C -4.444 0.041 -0.891
C -3.063 0.055 -0.784
N -2.221 -1.025 -0.479
C -2.674 -2.286 -0.590
O -3.798 -2.686 -0.914
C -1.597 -3.272 -0.316
C -1.846 -4.638 -0.419
C -0.816 -5.519 -0.187
C 0.437 -5.003 0.145
C 0.611 -3.642 0.219
N -0.386 -2.767 -0.023
C -2.347 1.255 -0.964
C -3.046 2.438 -1.199
C -4.431 2.416 -1.292
Cl -5.262 3.917 -1.597
N -0.984 1.129 -0.891
C -0.320 2.253 -0.405
O 1.337 0.309 -0.492
C -0.451 2.460 1.019
C -0.338 3.645 1.760
C -0.684 3.633 3.097
C -1.145 2.467 3.693
C -1.225 1.325 2.913
N -0.863 1.318 1.634
H -4.992 -0.877 -0.765
H -2.851 -4.940 -0.675
H -0.977 -6.587 -0.257
H 1.284 -5.646 0.345
H 1.561 -3.212 0.496
H -2.515 3.374 -1.319
H -0.042 4.569 1.285
H -0.618 4.551 3.669
H -1.453 2.436 4.729
H -1.599 0.380 3.284
C 2.679 -0.050 4.377
C 1.746 -0.305 3.236
N 1.843 0.184 2.052
O 2.967 0.921 1.740
C 0.541 -1.101 3.376
C -0.120 -1.447 4.669
N -0.026 -1.336 2.213
O -1.354 -1.536 2.082
H 3.394 0.730 4.125
H 3.229 -0.956 4.639
H 2.118 0.255 5.262
H 2.808 1.032 0.783
H -0.499 -0.571 5.207
H 0.564 -1.962 5.347
H -0.967 -2.102 4.471
C 2.215 4.329 -2.998
C 1.291 3.381 -3.440
C 0.481 2.696 -2.581
N 0.514 2.932 -1.208
C 1.500 3.798 -0.754
C 2.305 4.490 -1.621
H 2.852 4.869 -3.681
H 1.187 3.145 -4.491
H -0.225 1.937 -2.876
H 1.634 3.835 0.313
H 3.043 5.149 -1.180
C 2.441 -3.494 -2.557
Ge 1.784 -1.637 -2.406
C 0.074 -1.480 -3.352
C 3.074 -0.449 -3.292
C 1.620 -1.028 -0.562
H 3.044 -3.597 -3.461
H 1.605 -4.191 -2.623
H 3.059 -3.793 -1.709
H 0.175 -0.769 -4.176
H -0.719 -1.119 -2.695
H -0.229 -2.443 -3.766
H 3.075 -0.634 -4.368
H 4.088 -0.591 -2.917
H 2.784 0.589 -3.118
H 2.414 -1.341 0.137

***

# 4
Computed, not measured: an isolated ion of composition C3H8O3PS and charge -1 at a distorted geometry, with the ωB97M-V functional and the def2-TZVPD basis.

Values from the calculation:
HOMO-LUMO gap: 8.03 eV
charge: -1
SMILES string: CC(C)(O)[P@@]([O-])(O)=S
relative energy (zero: lowest compared OMol25 entry of this formula, charge and spin): 89.8 kJ/mol

Positions of all 16 atoms, in Å:
C -0.774 -0.980 1.111
C -0.820 -0.521 -1.349
C -0.442 0.072 -0.064
O 1.455 1.862 -0.991
O -0.936 1.310 0.223
O 1.680 0.992 1.435
P 1.321 0.433 -0.102
S 2.357 -1.309 -0.233
H -0.972 -0.394 1.965
H 0.154 -1.511 1.244
H -1.665 -1.521 0.762
H -1.938 -0.551 -1.541
H -0.552 -1.611 -1.388
H -0.356 -0.139 -2.159
H -0.226 1.916 -0.112
H 1.713 1.954 1.197

***

# 5
Computed, not measured: a 8-piece molecular cluster, C49H44BBrF9I2O2 overall at a distorted geometry, with the ωB97M-V functional and the def2-TZVPD basis.

Values from the calculation:
HOMO-LUMO gap: 7.14 eV
charge: -1
relative energy (zero: lowest compared OMol25 entry of this formula, charge and spin): 230.7 kJ/mol

Positions of all 108 atoms, in Å:
C 3.162 -8.043 -2.590
C 2.957 -7.532 -1.085
I 1.358 -8.433 0.055
C 3.794 -6.531 -0.529
I 5.384 -5.837 -1.876
C 3.651 -5.950 0.947
C 4.472 -6.913 1.923
C 5.800 -6.270 2.523
F 3.707 -7.481 2.993
O 4.418 -4.707 0.840
B 3.454 -3.621 0.521
F 3.758 -2.262 0.964
O 2.053 -4.118 0.636
C 2.258 -5.309 1.426
Br 2.545 -4.489 3.264
H 3.175 -7.179 -3.337
H 2.226 -8.654 -2.849
H 4.105 -8.678 -2.705
H 4.819 -7.799 1.282
H 6.207 -6.949 3.355
H 5.661 -5.243 2.968
H 6.596 -6.307 1.702
H 3.553 -3.512 -0.685
H 1.357 -5.962 1.605
F 4.325 3.546 -1.824
C 4.965 2.657 -1.035
C 4.359 1.446 -0.744
C 5.020 0.528 0.065
C 6.275 0.838 0.583
C 6.872 2.060 0.288
C 6.216 2.974 -0.530
H 3.379 1.226 -1.150
H 4.558 -0.427 0.293
H 6.788 0.123 1.217
H 7.847 2.301 0.696
H 6.670 3.927 -0.777
F -2.957 -2.101 -2.023
C -2.161 -1.669 -1.023
C -2.605 -0.653 -0.192
C -1.787 -0.210 0.842
C -0.530 -0.781 1.026
C -0.092 -1.798 0.182
C -0.915 -2.248 -0.846
H -3.583 -0.215 -0.356
H -2.127 0.577 1.502
H 0.109 -0.432 1.830
H 0.889 -2.239 0.324
H -0.594 -3.045 -1.507
F -4.532 3.248 -0.672
C -4.211 2.975 -1.951
C -3.236 3.729 -2.583
C -2.901 3.443 -3.901
C -3.551 2.413 -4.575
C -4.532 1.666 -3.931
C -4.860 1.944 -2.609
H -2.747 4.532 -2.044
H -2.135 4.022 -4.403
H -3.292 2.194 -5.605
H -5.040 0.866 -4.458
H -5.615 1.366 -2.088
F -8.211 1.302 1.435
C -7.947 2.594 1.689
C -6.828 3.182 1.123
C -6.557 4.521 1.382
C -7.403 5.252 2.213
C -8.522 4.648 2.779
C -8.799 3.312 2.511
H -6.179 2.596 0.488
H -5.688 4.995 0.939
H -7.189 6.296 2.419
H -9.177 5.217 3.428
H -9.670 2.828 2.936
F 6.887 8.893 -0.081
C 6.585 8.228 -1.209
C 6.049 6.953 -1.124
C 5.731 6.267 -2.291
C 5.963 6.861 -3.530
C 6.506 8.140 -3.602
C 6.814 8.831 -2.435
H 5.883 6.505 -0.151
H 5.305 5.272 -2.237
H 5.719 6.323 -4.440
H 6.690 8.599 -4.567
H 7.229 9.831 -2.472
F -2.344 -8.366 0.026
C -2.932 -7.354 -0.633
C -2.696 -6.052 -0.227
C -3.299 -5.003 -0.911
C -4.140 -5.270 -1.988
C -4.374 -6.583 -2.384
C -3.762 -7.632 -1.707
H -2.044 -5.864 0.619
H -3.114 -3.980 -0.606
H -4.614 -4.451 -2.519
H -5.033 -6.790 -3.220
H -3.926 -8.661 -2.007
F -1.525 2.222 2.792
C -2.242 3.091 3.520
C -1.882 3.342 4.834
C -2.626 4.249 5.583
C -3.726 4.884 5.012
C -4.079 4.618 3.693
C -3.330 3.722 2.941
H -1.028 2.832 5.263
H -2.349 4.459 6.610
H -4.308 5.588 5.598
H -4.936 5.109 3.250
H -3.586 3.510 1.909

***

# 6
Computed, not measured: C10H13N as an isolated structure at a distorted geometry, with the ωB97M-V functional and the def2-TZVPD basis.

Values from the calculation:
HOMO-LUMO gap: 9.75 eV
charge: 0
relative energy (zero: lowest compared OMol25 entry of this formula, charge and spin): 772.1 kJ/mol

Positions of all 24 atoms, in Å:
C -1.139 -1.710 -0.177
C -0.883 -1.084 -1.567
C 0.240 -0.302 -1.729
C 0.392 0.596 -0.448
C 1.337 1.651 -0.425
C 1.632 2.453 0.714
C 0.894 2.348 1.769
C -0.126 1.272 1.877
C -0.215 0.604 0.804
C -1.414 -0.646 0.906
H 0.988 -2.269 0.131
H 0.113 -3.200 -0.417
H -2.338 -2.205 -0.192
H -0.825 -2.111 -2.231
H -1.529 -0.400 -1.979
H 0.372 0.412 -2.552
H 1.265 -0.726 -1.828
H 1.887 2.050 -1.501
H 2.187 3.102 0.530
H 1.535 3.065 2.792
H -0.599 1.273 2.744
H -1.393 -1.349 1.989
H -2.348 -0.203 0.534
N -0.030 -2.620 0.258

***

# 7
Computed, not measured: C20H74FeO18 as an isolated structure at a distorted geometry, with the ωB97M-V functional and the def2-TZVPD basis.

Values from the calculation:
spin multiplicity: 5
HOMO-LUMO gap (spin up / spin down): 9.23 / 8.47 eV
charge: 0
expectation value of S²: 6.007

Positions of all 113 atoms, in Å:
Fe 2.584 -0.229 -1.791
C 0.229 0.098 -5.148
C 1.474 -0.418 -4.450
C 2.705 -0.079 -5.347
O 1.557 0.316 -3.248
H -0.578 0.098 -4.422
H -0.038 -0.408 -6.065
H 0.483 1.151 -5.470
H 1.466 -1.483 -4.258
H 2.774 0.990 -5.413
H 2.625 -0.538 -6.331
H 3.617 -0.539 -5.019
C 0.517 -2.233 -1.389
O 1.731 -1.799 -0.826
H -0.384 -1.904 -0.844
H 0.398 -1.827 -2.379
H 0.554 -3.318 -1.435
C -1.387 1.239 2.737
O -1.768 -0.026 2.236
H -1.849 2.004 2.104
H -1.678 1.512 3.770
H -0.286 1.442 2.760
H -0.973 -0.574 2.228
C -4.669 0.402 -0.080
O -3.264 0.285 0.083
H -5.028 1.444 -0.119
H -4.992 -0.105 -1.011
H -5.231 -0.168 0.678
H -3.047 0.206 1.011
C -4.376 0.892 3.398
O -3.855 0.404 4.660
H -4.367 0.153 2.642
H -5.414 1.129 3.609
H -3.795 1.703 3.090
H -3.291 -0.305 4.428
C 0.718 3.573 -3.582
O 1.441 2.770 -2.725
H 1.272 3.805 -4.513
H -0.234 3.106 -3.914
H 0.471 4.525 -3.030
H 1.381 1.774 -2.994
C 1.703 2.019 0.461
O 1.272 1.154 -0.600
H 2.797 1.840 0.638
H 1.583 3.082 0.141
H 1.130 1.750 1.336
H 0.729 1.758 -1.129
C 5.196 -1.672 -2.946
O 3.891 -1.960 -2.602
H 5.657 -2.578 -3.402
H 5.280 -0.849 -3.580
H 5.747 -1.596 -1.930
H 3.943 -2.547 -1.846
C 1.104 2.755 7.557
O 0.612 2.210 8.785
H 1.691 3.604 7.860
H 1.820 2.046 7.149
H 0.371 3.080 6.837
H 0.167 1.393 8.649
C 4.937 1.844 -2.706
O 3.755 1.750 -1.898
H 5.790 1.532 -2.025
H 4.869 1.088 -3.492
H 5.162 2.864 -3.084
H 3.111 2.464 -2.265
C 2.890 -4.803 0.058
O 3.428 -3.553 -0.222
H 2.623 -5.362 -0.874
H 3.701 -5.470 0.492
H 1.984 -4.813 0.684
H 2.661 -2.884 -0.534
C -3.571 4.895 0.401
O -3.254 3.620 1.006
H -3.405 5.748 1.137
H -2.827 5.042 -0.392
H -4.615 4.959 0.090
H -3.059 3.051 0.244
C -0.554 -1.984 5.988
O -1.898 -2.278 5.573
H -0.509 -1.127 6.568
H -0.085 -2.859 6.478
H 0.042 -1.851 5.054
H -2.494 -2.482 6.320
C 1.713 -1.568 2.475
O 0.714 -1.095 1.624
H 1.915 -2.671 2.293
H 2.641 -1.064 2.256
H 1.380 -1.472 3.474
H 1.121 -1.126 0.711
C -2.746 2.248 -2.741
O -2.203 2.576 -1.473
H -3.154 3.201 -3.157
H -2.001 1.794 -3.464
H -3.570 1.528 -2.635
H -2.196 1.695 -1.032
C 5.149 -0.021 0.644
O 4.282 -0.910 -0.030
H 5.399 0.772 -0.054
H 4.653 0.409 1.530
H 6.055 -0.537 0.956
H 4.123 -1.741 0.429
C -5.255 -3.352 -3.276
O -5.741 -3.328 -1.948
H -4.670 -4.234 -3.474
H -6.123 -3.446 -3.941
H -4.646 -2.478 -3.406
H -5.048 -3.252 -1.277
C -3.840 -2.784 1.639
O -3.728 -2.683 0.213
H -4.652 -2.202 1.990
H -4.053 -3.824 1.918
H -2.900 -2.627 2.130
H -3.485 -1.754 0.019

***

# 8
Computed, not measured: C22H15Cl4N3O3OsSe2 as an isolated structure, with the ωB97M-V functional and the def2-TZVPD basis.

Values from the calculation:
HOMO-LUMO gap (spin up / spin down): 5.69 / 5.69 eV
charge: +2
relative energy (zero: lowest compared OMol25 entry of this formula, charge and spin): 0.0 kJ/mol

Positions of all 50 atoms, in Å:
Os 0.282 0.257 0.203
Se -1.259 3.326 -1.138
Se -1.874 3.188 1.095
C -0.078 3.032 1.746
C 0.358 4.015 2.618
C 1.706 4.114 2.916
C 2.579 3.266 2.260
C 2.063 2.291 1.432
N 0.745 2.107 1.219
C -1.938 1.589 -1.559
C -2.952 1.503 -2.500
C -3.627 0.308 -2.678
C -3.294 -0.763 -1.865
C -2.249 -0.624 -0.980
N -1.530 0.517 -0.844
H -0.354 4.727 3.010
H 2.067 4.878 3.592
H 3.650 3.348 2.378
H 2.732 1.628 0.909
H -3.236 2.392 -3.046
H -4.426 0.231 -3.403
H -3.822 -1.705 -1.917
H -1.941 -1.455 -0.363
Cl 1.568 -0.463 -6.380
C 1.211 -0.740 -4.746
C 0.795 -2.080 -4.339
Cl 0.690 -3.289 -5.519
C 0.500 -2.371 -3.036
Cl 0.019 -3.920 -2.503
C 0.557 -1.324 -2.081
O 0.367 -1.477 -0.829
C 0.993 0.005 -2.480
O 1.163 0.826 -1.526
C 1.327 0.272 -3.840
Cl 1.821 1.851 -4.247
O 1.979 -0.498 1.331
C 1.556 -1.655 2.101
C 0.205 -1.345 2.670
C -0.230 -1.912 3.851
C -1.514 -1.643 4.296
C -2.319 -0.802 3.545
C -1.816 -0.259 2.380
N -0.575 -0.525 1.940
H 2.754 -0.739 0.806
H 2.282 -1.837 2.892
H 1.501 -2.523 1.441
H 0.432 -2.557 4.412
H -1.878 -2.080 5.217
H -3.326 -0.560 3.853
H -2.402 0.415 1.771

***

# 9
Computed, not measured: C19H20HfN4OS as an isolated structure, with the ωB97M-V functional and the def2-TZVPD basis.

Values from the calculation:
HOMO-LUMO gap: 5.65 eV
charge: 0
relative energy (zero: lowest compared OMol25 entry of this formula, charge and spin): 94.7 kJ/mol

Positions of all 46 atoms, in Å:
Hf 1.510 -0.462 0.733
N 5.712 0.087 1.532
C 4.395 -0.109 1.610
O 3.764 -0.505 0.608
C 3.677 0.150 2.903
C 2.264 0.662 2.590
H 6.181 -0.068 0.654
H 6.227 0.452 2.312
H 4.305 0.782 3.543
H 3.615 -0.826 3.399
H 2.316 1.729 2.336
H 1.631 0.579 3.474
C -0.321 3.015 -2.773
N -0.732 1.645 -2.539
C -2.011 1.155 -2.765
C -2.021 -0.129 -2.370
N -0.749 -0.420 -1.918
C 0.035 0.678 -2.008
S 1.696 0.790 -1.619
C -0.329 -1.606 -1.255
C 0.059 -2.692 -1.932
C 0.493 -3.866 -1.191
C 0.673 -3.753 0.131
C 0.464 -2.512 0.866
N -0.316 -1.481 0.137
H -0.628 3.322 -3.771
H 0.760 3.071 -2.689
H -0.774 3.669 -2.029
H -2.795 1.779 -3.152
H -2.812 -0.854 -2.324
H 0.022 -2.680 -3.012
H 0.669 -4.793 -1.716
H 0.989 -4.611 0.714
H 0.029 -2.651 1.854
C -0.539 -0.178 0.861
C -1.883 0.320 0.853
C -2.125 1.675 1.166
C -3.396 2.213 1.113
C -4.489 1.432 0.746
C -4.278 0.090 0.457
C -3.007 -0.460 0.510
H -1.278 2.297 1.433
H -3.540 3.260 1.355
H -5.483 1.858 0.702
H -5.117 -0.542 0.189
H -2.863 -1.510 0.284

***

# 10
Computed, not measured: the molecule C6H11N at a distorted geometry, with the ωB97M-V functional and the def2-TZVPD basis.

Values from the calculation:
HOMO-LUMO gap: 9.32 eV
charge: 0
SMILES string: C=CCN/C=C/C
relative energy (zero: lowest compared OMol25 entry of this formula, charge and spin): 396.8 kJ/mol

Positions of all 18 atoms, in Å:
C -2.590 1.193 1.781
C -1.338 1.347 1.023
C -0.290 0.493 1.322
N 0.751 0.015 0.469
C 0.511 -1.072 -0.541
C 1.653 -0.673 -2.726
C 1.686 -1.186 -1.438
H -3.188 0.263 1.438
H -2.392 1.055 2.889
H -3.360 2.020 1.611
H -1.034 2.262 0.438
H -0.375 -0.185 2.133
H 1.686 -0.412 0.789
H -0.307 -0.809 -1.241
H 0.338 -2.173 -0.149
H 0.594 -0.417 -3.190
H 2.504 -0.380 -3.309
H 2.489 -1.944 -1.214

***

| no. | energy (eV) |
| --- | --- |
| 1 | -7797.442 |
| 2 | -16628.985 |
| 3 | -134672.733 |
| 4 | -29510.262 |
| 5 | -167001.323 |
| 6 | -12063.070 |
| 7 | -93176.500 |
| 8 | -216905.803 |
| 9 | -40175.453 |
| 10 | -7886.419 |